ORCA calculation (ωB97M-V with the def2-TZVPD basis set) on 12 unconnected molecules or ions with the total composition C34H98N6O12 in a non-equilibrium geometry.

Geometry as XYZ:
```
150
Properties=species:S:1:pos:R:3
O 3.6507 -4.3544 6.4646
H -6.1755 -1.2436 -3.5344
H -0.4380 1.0667 -4.9056
H -0.6206 2.0156 5.7545
O 1.2149 -0.6844 5.5616
O -2.0508 -0.1972 -4.9755
H -0.1682 -4.4311 2.3533
H 3.5173 2.8651 -6.0332
H -1.2494 -0.7960 0.3741
H -0.2077 -1.7591 -3.9301
H 5.4786 4.0876 0.0448
C 5.4527 3.9996 2.1982
H 4.7622 -1.9354 -2.5712
C 2.2105 1.3129 -1.2651
H 5.3571 2.0642 3.2044
H 1.9156 -6.2770 -5.0747
C -7.3755 1.8539 2.3760
H -0.9903 -0.8433 2.1460
H 4.3381 5.0831 -3.7958
H 1.7736 -1.0176 -4.9574
H 1.5259 1.9077 -0.7168
H 1.3765 -1.1053 0.2251
H 1.4163 3.3526 1.6200
H -5.2310 2.7422 0.8880
C 2.5614 -6.0994 -4.2093
C 0.7002 -1.4620 1.0007
H 2.9933 -5.0963 -4.4276
H 0.3843 -2.4422 0.6298
C -4.8970 0.0754 -2.3306
C -3.7290 1.4075 1.7817
C 0.7691 -5.0201 -3.1800
H -5.5625 0.5399 -0.4468
H 3.3734 -6.8801 -4.1164
H 4.6240 -2.3468 -0.8919
C 0.2147 1.3409 5.9954
C -4.0121 -1.0741 -1.9645
H -0.5666 -3.7247 5.2688
C 4.8836 4.5425 0.8436
H 1.9855 1.0204 2.0446
H 4.9537 4.6176 2.9473
H 4.6518 -2.5709 6.1714
H -5.6278 1.7668 -1.4677
H 1.8755 -4.5486 4.0702
H -0.7817 -5.9946 -2.1207
H -1.6223 -0.0713 -2.9344
C -8.3232 0.0893 -3.6059
C -0.1769 3.9496 3.0313
H -0.0571 3.5474 0.8596
H 3.4620 1.6334 -4.7369
H 3.2035 1.3755 -0.8294
H -3.6664 -1.6790 -2.7812
H -8.1209 -0.8110 -4.2299
C -0.5136 -0.5885 1.1606
H 5.5013 -4.0007 6.9716
H 0.8203 4.9747 1.4153
H 1.1115 -1.6143 5.2787
H 0.3027 -6.0557 2.6342
N -4.9954 0.9993 -1.1858
H 3.8605 4.1458 0.7037
C -2.8703 0.6895 -5.6044
H -0.2586 -0.4113 -5.9567
H -7.5763 2.7807 1.8761
H -4.4431 -1.7542 -1.2030
C -1.1208 -3.9247 -2.0044
H 2.7928 -3.9554 6.3396
H -2.9006 2.3212 0.0438
C -6.2599 -0.5303 -2.7107
O 0.3927 -3.6506 5.0065
H -8.7947 0.8369 -4.2253
O -7.0876 0.5438 -3.1718
H -0.5484 -3.0373 -1.8246
H -4.5595 0.6442 -3.2452
O -6.2277 1.2398 1.8037
H -2.4725 3.1129 1.4167
H 1.9468 0.2705 -1.3089
H -2.6458 1.7476 -5.3938
N 1.5458 -0.6717 -4.0451
C 0.4981 3.9856 1.6204
H -0.1343 0.2123 4.1393
H 4.9679 5.6159 0.6827
O 2.8450 -2.4601 -1.8767
O 3.5191 2.4115 2.3012
H 2.3743 -1.9572 -2.5768
H -6.6678 -1.0451 -1.8983
N 0.4339 -5.1630 -0.6265
H -2.8618 0.5191 -6.6694
H 1.2611 -4.0765 -3.0215
H -1.1105 1.2677 1.0530
H 4.2573 -2.9384 7.8446
H -3.0879 -0.6789 -1.5429
H -0.8944 -0.5104 5.5653
H -1.5657 5.3781 2.7288
C -0.1765 -5.0925 -1.9901
H 1.1408 1.7378 5.5827
C -0.1233 -5.1778 3.1302
O -1.5027 4.4313 3.0151
H -8.1970 1.1163 2.2541
H 2.8502 5.5412 -3.4314
H -4.1658 0.6123 3.7130
H -1.6228 -3.7330 -2.9336
H 1.8770 3.6675 -4.4950
H 4.7728 2.7020 -4.7325
H 3.0837 0.5925 3.3726
C 0.0862 -0.7287 -3.8922
H -1.1714 -5.2622 3.4055
H 1.8745 0.2972 -3.9883
H -0.1783 2.9549 3.4616
O 2.3030 1.8249 -2.6050
H 0.2352 -5.0171 -4.1119
H -2.4378 0.6444 3.3967
H -0.3838 -0.7306 -1.7423
C -0.6845 0.0057 -5.0277
N 6.8836 4.1060 2.3651
H 0.8222 -5.6665 5.0004
O -0.2151 0.8010 1.1000
C 4.5898 -3.3906 6.8831
H 1.0998 -5.9727 -0.7623
H 0.4437 4.5373 3.7640
H -7.2377 2.0646 3.4190
H -5.0738 2.9045 2.6571
H -1.8907 -3.9628 -1.2313
N 3.3395 5.0094 -4.1543
H -3.8856 0.4448 1.2131
C 2.9067 3.5874 -4.1067
H 2.1534 3.8272 -2.1103
C -0.5437 -0.1301 -2.6460
C 0.8188 -4.7994 4.3023
H 3.7426 3.1625 -2.1899
H 0.3634 1.2187 7.0487
H 1.1611 -1.5095 1.9856
C 3.0333 1.0675 2.3772
C 3.7039 2.6728 -4.9807
C 4.1077 -1.8539 -1.7134
H -3.8758 0.4126 -5.2664
H -8.9714 -0.2261 -2.7409
H 4.0224 -0.7405 -1.5229
H 3.5821 0.4286 1.7123
C -5.1186 2.1643 1.8248
N -2.7136 2.2222 1.0460
H 7.2011 3.4546 3.1166
H -3.2932 2.1104 3.7091
C 2.7539 3.1316 -2.6730
C 4.9430 2.5621 2.3098
C 0.0255 0.0682 5.2193
H 7.4362 3.7942 1.5329
H -0.2193 0.8644 -2.3611
C -3.3662 1.1683 3.2182
H 5.3812 2.0274 1.4462
O 1.6606 -6.0984 -3.1148
H 0.8405 -4.3130 -0.3742
```

Output
LUMO energy: 0.6 eV
M: 783.2 Da
relative energy (zero: lowest compared OMol25 entry of this formula, charge and spin): 273.8 kJ/mol
SMILES: COC[C@H](C)N.COC[C@H](C)N.COC[C@H](C)N.COC[C@H](C)N.COC[C@H](C)N.COC[C@H](C)N.CCO.CCO.CCO.CCO.CO.CO
F_max: 4.4 eV Å⁻¹
frontier orbital gap: 9.6 eV
total charge: 0

***

ORCA calculation (ωB97M-V with the def2-TZVPD basis set) on a molecular structure, C15H15BN5OS2Zr.

Geometry as XYZ:
```
40
Properties=species:S:1:pos:R:3
N -3.6207 3.4920 -4.3111
C 0.6473 3.0284 0.3020
C -3.3589 -0.6555 -3.0271
H 5.0537 -1.2238 -0.8059
N -2.2551 5.2568 -3.2616
N -0.0923 2.0702 -0.2892
H -2.3503 -1.9163 -1.6045
N -1.7029 0.0532 -1.4543
N -0.6403 -0.6284 1.8399
C 0.5546 4.3600 -0.0649
Zr -0.1558 -0.0515 0.0116
C -3.4848 0.6376 -3.4888
H 3.8218 -3.4708 0.3473
H -3.9482 -1.4642 -3.4362
C -0.9447 -0.9781 2.9533
C -2.7086 1.6638 -2.9277
H -1.7875 -0.3730 4.7660
C -1.0998 3.7331 -1.7019
H -0.4162 5.7466 -1.3887
C -2.8140 3.0448 -3.3537
H 1.1611 5.0966 0.4434
C -2.0412 4.0452 -2.7582
C 2.8746 -3.1669 -0.1101
H 1.3160 2.7161 1.0963
C -0.9811 2.4086 -1.2939
C -0.3168 4.7142 -1.0738
H 2.0547 -3.5237 0.5111
C -2.4633 -0.9143 -2.0036
H -4.1853 0.8809 -4.2796
C 4.0930 -0.9766 -1.2689
O 1.4787 -0.9438 -0.6782
H -2.1187 -2.2849 4.1171
H 3.9180 -1.5567 -2.1732
B -1.3122 -1.3972 4.3103
S -3.4295 5.0870 -4.3455
H -0.2548 -1.7363 4.7997
H 4.0433 0.0964 -1.4420
C -1.8119 1.3550 -1.9107
H 2.8002 -3.4938 -1.1458
S 2.9066 -1.3986 -0.0252
```

Output
LUMO energy: -11.3 eV
M: 447.5 Da
relative energy (zero: lowest compared OMol25 entry of this formula, charge and spin): 22.5 kJ/mol
F_max: 0.7 eV Å⁻¹
frontier orbital gap: 6.9 eV
total charge: +3

***

no.,electronic energy (Eh),HOMO energy (eV)
1,-2585.388133,-9.0
2,-1796.932418,-18.1